This record from the OMol25 dataset describes 11 unconnected molecules or ions with the total composition C4H20BO18 at a distorted geometry. The level of theory is the ωB97M-V functional and the def2-TZVPD basis.

Structure (XYZ):
```
43
Properties=species:S:1:pos:R:3
O -1.3086 -1.2491 -1.8601
C -0.8046 -0.7763 -0.8013
O 0.4488 -0.9185 -0.6748
B 0.7636 -0.2538 0.6354
O -0.6081 0.1095 1.1926
C -1.4362 -0.3281 0.3467
O -2.5461 -0.2144 0.5188
O 1.5992 0.9477 0.4490
C 2.8022 0.6307 0.7939
O 3.6980 1.3670 0.6194
C 2.6939 -0.5717 1.6052
O 1.4767 -1.0036 1.6348
O 3.4995 -0.9516 2.3727
O -0.0538 -2.3794 -4.0882
H -0.6489 -1.8956 -3.4484
H -0.5192 -2.6068 -4.8942
O -1.7356 2.6322 2.4542
H -1.6270 1.7326 2.3018
H -1.3547 3.3570 1.9504
O 2.1957 -2.5802 4.2620
H 2.7124 -1.9797 3.5162
H 2.8337 -2.6262 5.0177
O -0.5811 2.4513 -1.5898
H -1.0354 2.3491 -2.4751
H 0.3544 2.5943 -1.5822
O -4.2168 -2.7026 -1.9914
H -4.5307 -1.7637 -2.1648
H -3.3347 -2.7234 -1.6518
O -5.6520 -0.1704 0.5868
H -5.8958 0.6933 0.4752
H -4.7137 -0.1647 0.2031
O -3.8972 1.9796 -1.4091
H -2.9822 2.3432 -1.6936
H -3.8090 1.8423 -0.4353
O 5.4057 3.4330 1.1954
H 4.9255 2.4787 1.1094
H 5.3112 4.0374 0.5281
O 2.1621 2.1828 -2.2958
H 1.6299 1.5597 -2.9728
H 2.0320 1.2688 -1.7180
O 1.8609 -4.0927 1.1989
H 2.7685 -4.1971 0.7736
H 2.1172 -3.8405 2.0052
```

Results
- total charge = -1
- gap between HOMO and LUMO (eV) = 10.5
- HOMO level (eV) = -8.496
- E (Eh) = -1543.7947

---

This record from the OMol25 dataset describes 11 unconnected molecules or ions with the total composition C4H20BO18 at a distorted geometry. The level of theory is the ωB97M-V functional and the def2-TZVPD basis.

Structure (XYZ):
```
43
Properties=species:S:1:pos:R:3
O -0.9136 -2.8275 0.8964
C -0.5368 -1.8369 0.2806
O -1.2824 -0.7074 0.0656
B -0.5068 0.2209 -0.7521
O 0.8817 -0.3642 -0.7761
C 0.9173 -1.5200 -0.1128
O 1.8373 -2.2740 0.1928
O -0.4502 1.5506 -0.2088
C -0.8929 2.4774 -1.0275
O -0.8133 3.7273 -0.8580
C -1.2966 1.7282 -2.3878
O -1.1230 0.3839 -2.1243
O -1.7674 2.2715 -3.4067
O -1.5870 3.8239 1.8348
H -2.4255 3.9853 1.4024
H -0.9703 3.6809 1.1168
O 3.6944 -1.5484 -2.8003
H 3.0590 -2.1868 -2.4764
H 3.1608 -0.8318 -3.1437
O 1.0025 -1.6259 3.4450
H 1.5603 -2.1581 2.8776
H 1.3973 -1.7061 4.3132
O -2.5960 -4.8593 1.8839
H -1.9653 -4.1981 1.5989
H -3.0290 -5.1410 1.0780
O -1.0735 -3.3950 4.0538
H -1.3436 -4.1050 3.4714
H -0.4942 -2.8527 3.5185
O 0.9447 5.0285 -2.8596
H 0.8396 5.4192 -1.9922
H 1.8622 5.1844 -3.0835
O -2.0133 5.3359 -2.8465
H -1.9074 4.9355 -1.9835
H -1.2241 5.0842 -3.3262
O 1.2887 0.0967 -3.3461
H 0.6129 -0.3025 -3.8940
H 1.0487 -0.1481 -2.4524
O 2.3589 -3.8615 2.3905
H 2.5773 -3.3160 1.6349
H 3.1833 -4.2876 2.6251
O -0.9108 0.3915 2.7011
H -0.9301 0.9324 1.9116
H -0.1738 -0.2042 2.5659
```

Results
- total charge = -2
- multiplicity = 2
- gap between HOMO and LUMO (alpha / beta) (eV) = 3.3 / 7.2
- HOMO level (alpha / beta) (eV) = 1.103 / -2.811
- E (Eh) = -1543.8728

---

This record from the OMol25 dataset describes 6 unconnected molecules or ions with the total composition C4H20N2O6S at a distorted geometry. The level of theory is the ωB97M-V functional and the def2-TZVPD basis.

Structure (XYZ):
```
33
Properties=species:S:1:pos:R:3
N -1.3069 -1.7886 1.0928
C -0.2228 -0.8469 1.2825
C 1.1461 -1.1815 0.6334
S 1.8576 -2.7822 1.0740
C -0.8919 0.4930 0.8126
N -0.2321 1.7399 1.0889
C 0.0872 2.6919 0.1299
O -0.0558 2.4431 -1.0579
H -1.1668 -2.7127 1.4945
H -1.4746 -1.9476 0.0999
H -0.0428 -0.6977 2.3339
H 0.9992 -1.2391 -0.4703
H 1.7761 -0.3358 0.8772
H 2.3032 -2.4011 2.3088
H -1.8949 0.5942 1.3506
H -1.1909 0.5838 -0.2644
H -0.0261 1.8913 2.0897
H 0.4735 3.6235 0.5272
O 3.4694 1.7043 -1.8891
H 2.5937 1.5913 -2.2803
H 4.0036 2.1752 -2.5410
O -4.3265 -1.0910 -1.9066
H -3.8139 -1.1169 -2.7322
H -3.7020 -0.6090 -1.3469
O 0.8148 2.3338 3.3962
H 0.3192 2.5978 4.1829
H 1.7303 2.4184 3.6896
O 0.1031 -2.5549 -2.3137
H 0.2439 -3.4848 -2.0898
H 0.0511 -2.5324 -3.2782
O -0.5860 0.1871 -2.3895
H -0.4237 -0.7095 -2.1018
H -0.6144 0.9635 -1.8030
```

Results
- gap between HOMO and LUMO (eV) = 8.9
- HOMO level (eV) = -8.949
- E (Eh) = -1123.5242
- SMILES string = N[C@@H](CS)CNC=O.O.O.O.O.O

---

This record from the OMol25 dataset describes 6 unconnected molecules or ions with the total composition C4H20N2O7 at a distorted geometry. The level of theory is the ωB97M-V functional and the def2-TZVPD basis.

Structure (XYZ):
```
33
Properties=species:S:1:pos:R:3
O -2.7487 -1.4019 0.9760
C -2.0818 -0.6078 1.6566
N -1.7769 0.6126 1.0325
C -1.8957 0.9843 -0.3547
C -0.5021 1.4081 -1.0884
N -0.2429 0.3669 -2.1707
C 1.0538 0.4465 -2.7862
O 2.0780 0.0110 -1.9627
H -1.7625 -0.8107 2.5634
H -1.3954 1.4118 1.6376
H -2.5203 0.2650 -1.1309
H -2.5664 1.9327 -0.3113
H 0.4116 1.4936 -0.4180
H -0.7870 2.4239 -1.4868
H -0.4741 -0.4790 -1.6978
H 1.0321 -0.3961 -3.5913
H 1.2979 1.4244 -3.2666
H 2.2870 0.5015 -1.1743
O 0.3776 -1.0746 2.0122
H 1.1392 -1.5758 2.3425
H 0.3669 -1.2961 1.0690
O -1.2123 -3.5025 0.0060
H -1.4780 -3.3192 0.9165
H -2.0008 -3.1591 -0.4483
O 2.6255 2.1510 0.5369
H 2.6835 1.7159 1.3599
H 2.1066 2.8200 0.6672
O 1.1139 -1.9064 -0.3560
H 1.6733 -1.5569 -1.0415
H 0.7942 -2.7613 -0.5641
O 0.6413 1.4633 2.0873
H 0.9540 1.9244 2.8999
H 0.8083 0.4907 2.0859
```

Results
- gap between HOMO and LUMO (eV) = 9.2
- HOMO level (eV) = -9.018
- E (Eh) = -800.5237
- SMILES string = O=CNCCNCO.O.O.O.O.O

---

Question: Look up the E of the second one.
Answer: -1543.8728 Eh

---

Question: What is the E in the third record?
Answer: -1123.5242 Eh

---

Question: E of number 2 (C4H20BO18)?
Answer: -1543.8728 Eh

---

Question: Look up the E of the fourth one.
Answer: -800.5237 Eh